{"formula": "C29H71F4NO11P3", "method": "ωB97M-V/def2-TZVPD", "symbols": ["C", "C", "O", "P", "O", "C", "C", "C", "C", "P", "O", "C", "N", "C", "F", "F", "C", "F", "F", "C", "P", "C", "C", "C", "O", "C", "C", "H", "H", "H", "H", "H", "H", "H", "H", "H", "H", "H", "H", "H", "H", "H", "H", "H", "H", "H", "H", "H", "H", "H", "H", "H", "H", "H", "H", "H", "C", "C", "O", "H", "H", "H", "H", "H", "H", "C", "C", "O", "H", "H", "H", "H", "H", "H", "C", "C", "O", "H", "H", "H", "H", "H", "H", "C", "C", "O", "H", "H", "H", "H", "H", "H", "C", "C", "O", "H", "H", "H", "H", "H", "H", "C", "C", "O", "H", "H", "H", "H", "H", "H", "C", "C", "O", "H", "H", "H", "H", "H", "H"], "xyz": [[1.2956, 5.3597, 1.5503], [1.3747, 3.7063, 1.7902], [1.7443, 3.3922, 3.1790], [1.6009, 1.6860, 3.5293], [2.8172, 1.3472, 4.5326], [1.8212, 0.5362, 2.0194], [0.4658, -0.2481, 1.5365], [-0.6603, 0.6885, 0.8017], [-0.5481, 1.0279, -0.7971], [0.8478, 2.1465, -1.4605], [1.0870, 1.6980, -2.9909], [-0.7971, -0.3957, -1.5716], [-1.6039, -1.0934, -0.6652], [-2.0053, -2.4490, -1.2055], [-0.8033, -3.1766, -1.7609], [-2.5703, -3.3539, -0.1461], [-3.1669, -2.3819, -2.3917], [-2.6775, -1.8351, -3.6788], [-4.3793, -1.6419, -1.9656], [-1.9255, -0.3960, 0.6554], [-3.7097, 0.2917, 0.5857], [-4.8595, -1.0916, 1.3325], [-3.9735, 1.7857, 1.7459], [-3.1901, 3.1571, 1.3050], [0.1421, 1.2932, 4.3979], [0.1950, 2.0550, 5.6845], [-1.2513, 1.9369, 6.4801], [2.3853, 5.8128, 1.5015], [0.8241, 5.5470, 0.4737], [0.7047, 5.9158, 2.3945], [0.3294, 3.2965, 1.4610], [2.2460, 3.3445, 1.0666], [2.5952, -0.3123, 2.3456], [2.3634, 1.1558, 1.1876], [0.7860, -1.1642, 0.8454], [0.0014, -0.7442, 2.5179], [-0.9384, 1.5248, 1.5718], [-1.5608, 1.6138, -1.0265], [2.1231, 1.9950, -0.8088], [0.3658, 3.5071, -1.5305], [-0.3931, -0.7229, -2.6232], [-3.4995, -3.5038, -2.6145], [-1.9756, -1.1445, 1.5731], [-4.8688, -0.9730, 2.5164], [-4.4686, -2.1740, 1.1162], [-5.9697, -0.9079, 0.9851], [-5.1384, 2.0422, 1.7042], [-3.7749, 1.4430, 2.8595], [-2.2642, 2.9686, 0.6143], [-3.9437, 3.8432, 0.7100], [-2.9167, 3.7274, 2.3050], [0.3992, 3.1845, 5.4534], [1.0040, 1.5769, 6.3955], [-1.3500, 0.8189, 6.8305], [-1.1673, 2.6512, 7.4151], [-2.1653, 2.2526, 5.7848], [2.5499, 3.6046, -5.7665], [3.9270, 3.7010, -5.1434], [3.8162, 4.0677, -3.7760], [2.0230, 4.5611, -5.6855], [2.6179, 3.3270, -6.8221], [1.9399, 2.8599, -5.2447], [4.5256, 4.4615, -5.6535], [4.4552, 2.7449, -5.2089], [3.2902, 3.3818, -3.3303], [-8.2769, 4.2488, 2.5496], [-7.5530, 3.2408, 3.4179], [-6.2172, 3.6661, 3.6442], [-7.7635, 4.3691, 1.5900], [-9.3071, 3.9335, 2.3620], [-8.2912, 5.2333, 3.0287], [-7.5218, 2.2642, 2.9258], [-8.0530, 3.1245, 4.3843], [-6.2560, 4.5301, 4.0889], [1.1771, -4.7400, 4.4641], [0.5917, -3.3781, 4.1532], [-0.2433, -3.4590, 3.0075], [1.7575, -5.1125, 3.6137], [1.8271, -4.6939, 5.3424], [0.3825, -5.4695, 4.6514], [1.3881, -2.6575, 3.9451], [-0.0008, -3.0044, 4.9939], [-0.9520, -4.0949, 3.2056], [0.6054, -3.6411, -5.0432], [-0.2207, -3.0340, -6.1582], [-1.5547, -3.5160, -6.0914], [0.6068, -4.7336, -5.1165], [1.6379, -3.2830, -5.0833], [0.1821, -3.3882, -4.0656], [0.1929, -3.3073, -7.1334], [-0.2376, -1.9423, -6.0842], [-1.9155, -3.2608, -5.2251], [-0.5696, -8.9437, 3.3420], [0.8076, -8.8473, 3.9651], [0.6968, -8.4806, 5.3325], [-1.0964, -7.9873, 3.4230], [-0.5015, -9.2213, 2.2864], [-1.1795, -9.6884, 3.8638], [1.4061, -8.0868, 3.4550], [1.3358, -9.8034, 3.8996], [0.1708, -9.1665, 5.7782], [4.7141, -0.4017, -8.0587], [3.8854, 0.8652, -8.1075], [4.7230, 1.9996, -7.9410], [5.2466, -0.4766, -7.1048], [4.0824, -1.2860, -8.1811], [5.4732, -0.3986, -8.8477], [3.1428, 0.8680, -7.3041], [3.3600, 0.9538, -9.0634], [5.3734, 1.9924, -8.6640], [5.9199, 1.3847, -1.4078], [5.2325, 2.2160, -0.3446], [4.1264, 1.5030, 0.1888], [5.2213, 1.1364, -2.2136], [6.7725, 1.9221, -1.8324], [6.2736, 0.4366, -0.9896], [4.8615, 3.1525, -0.7715], [5.9211, 2.4574, 0.4709], [4.4676, 0.6772, 0.5728]], "atomic_forces_ev_per_a": [[0.6365, -0.3766, -0.2538], [0.4601, 2.1048, -1.4971], [-1.7071, -3.0801, -1.5565], [4.6619, -1.0911, 5.4239], [-4.4713, 1.4026, -3.9193], [-0.2361, -0.7268, -0.9014], [0.8135, -0.2059, 0.1140], [-1.1458, -2.8817, 0.5749], [-1.0216, 0.1013, 0.5823], [0.7077, -2.0269, -6.2917], [-0.8347, 1.0386, 4.5986], [-1.3826, 0.9295, 4.1656], [2.8240, -0.0655, -3.9725], [-0.3140, -2.6107, 0.5023], [-3.8743, 2.6460, 1.8293], [1.9602, 3.3444, -3.3103], [-1.7190, -0.8776, -1.2468], [-1.0266, -0.9512, 4.0615], [4.1934, -1.9094, -1.1523], [0.2006, -0.2021, 2.7422], [-1.7500, 0.4687, -1.0663], [0.0357, -0.0194, 1.7510], [-0.4057, 0.2028, 1.2488], [-0.7766, 0.2819, 0.3901], [2.2190, 1.9341, -1.4538], [-0.9637, 0.4593, 1.7684], [0.7562, -0.1629, -0.6525], [-2.2329, -1.0369, 0.2577], [0.8132, -0.3956, 2.4183], [0.9940, -1.2343, -1.7345], [1.8421, 0.4308, 0.7820], [-1.9385, 0.4833, 1.5087], [-1.7271, 2.1601, -0.2205], [-1.1956, -1.1729, 1.5575], [-0.6812, 2.0081, 1.3702], [0.7682, 1.2177, -2.2728], [0.3119, -1.2997, -2.0077], [1.9378, -1.0485, 0.2099], [-1.0345, 0.2596, 0.4655], [0.2070, -0.7742, 0.9869], [-1.0429, 0.5059, 2.1701], [0.7271, 2.6169, 0.5198], [0.8010, 1.0071, -2.2887], [0.0379, -0.3005, -2.3863], [-0.9092, 2.1427, 0.1240], [2.4266, -0.4787, 0.3939], [2.5104, -0.8788, -0.0044], [-0.2232, 1.0153, -2.1196], [-1.6520, 0.4273, 1.4803], [1.6398, -1.4465, 1.1760], [-0.2770, -1.1355, -2.2764], [-0.1650, -2.2048, 0.4855], [-1.4345, 1.1594, -1.7669], [-0.0582, 2.3045, -0.6402], [-0.2941, -1.5193, -1.9197], [2.0355, -0.6918, 1.5941], [-0.1907, -0.0216, -0.2309], [-0.2744, -0.2853, -0.1667], [-0.0329, 0.0072, 0.7968], [0.1392, -0.0560, -0.0526], [-0.0029, 0.0451, 0.0959], [0.0933, -0.0258, -0.0393], [-0.0268, -0.0854, 0.2577], [0.0349, 0.0543, -0.2429], [0.1824, 0.2605, -0.4090], [-0.1579, 0.0028, -0.1830], [-0.2065, 0.3959, 0.0551], [0.4561, 0.1798, 0.1647], [-0.0826, -0.0959, 0.0991], [0.0729, 0.1098, 0.0044], [-0.1014, -0.1169, 0.0229], [0.1658, 0.0828, 0.1157], [-0.1436, -0.1340, -0.0986], [0.0432, -0.4637, -0.2338], [0.1600, -0.0816, 0.0466], [0.0587, -0.3726, 0.3214], [-0.6317, 0.1134, -0.4912], [-0.0109, 0.1312, 0.1154], [-0.0947, -0.0946, -0.0781], [0.0792, 0.0589, 0.1399], [-0.1895, -0.0015, -0.1085], [0.1754, 0.0625, 0.1063], [0.4175, 0.2839, -0.1103], [0.2722, -0.1068, -0.0057], [-0.0872, -0.0361, 0.3256], [-0.3634, -0.0136, 0.1841], [0.0288, 0.1709, -0.0560], [-0.0530, -0.0471, 0.0796], [0.0631, 0.0736, -0.0400], [-0.2432, 0.0142, 0.1102], [0.2058, 0.0759, -0.0880], [0.2012, -0.1095, -0.5721], [-0.1214, 0.0276, -0.2212], [-0.2774, -0.2135, 0.1219], [-0.0731, -0.0254, 0.3448], [0.1241, -0.0707, -0.0437], [-0.0833, -0.0167, 0.0789], [0.0899, -0.0214, -0.1151], [-0.0161, -0.0426, 0.2429], [0.0400, 0.0267, -0.2239], [0.3113, 0.3792, -0.1980], [0.0094, -0.2315, 0.0942], [0.3000, -0.1169, -0.2115], [0.2205, 0.2833, -0.1224], [-0.1427, 0.0231, -0.0831], [0.1069, 0.0153, -0.0311], [-0.1423, -0.0544, -0.0119], [0.1362, 0.1897, -0.0592], [-0.1579, -0.1528, 0.0425], [-0.3373, 0.0461, 0.4000], [0.0351, -0.0023, -0.1966], [0.6227, 0.0085, -0.2566], [-0.4823, -0.3966, 0.3016], [0.0861, 0.1429, 0.0536], [-0.0924, -0.1110, 0.0344], [0.0923, 0.1181, 0.0270], [-0.0975, -0.1402, 0.1211], [0.0024, 0.1135, -0.1006], [-0.1357, 0.4004, -0.1643]], "lowdin_charge": [-0.083, -0.298, -0.260, 0.783, -0.383, -0.207, -0.184, -0.232, -0.291, 0.841, -0.521, 0.171, 0.014, -0.161, 0.022, 0.023, -0.063, -0.016, -0.025, -0.363, 0.915, -0.295, -0.428, -0.164, -0.312, -0.275, -0.100, 0.095, 0.083, 0.091, 0.091, 0.104, 0.134, 0.043, 0.143, 0.124, 0.129, 0.139, 0.013, 0.043, 0.193, 0.207, 0.150, 0.062, 0.041, 0.067, 0.093, 0.093, 0.035, 0.095, 0.099, 0.124, 0.135, 0.085, 0.094, 0.084, -0.090, -0.318, -0.107, 0.078, 0.063, 0.052, 0.119, 0.101, 0.050, -0.091, -0.330, -0.110, 0.075, 0.079, 0.077, 0.105, 0.111, 0.092, -0.084, -0.327, -0.116, 0.080, 0.085, 0.071, 0.107, 0.113, 0.088, -0.089, -0.320, -0.085, 0.084, 0.077, 0.041, 0.118, 0.106, 0.049, -0.097, -0.331, -0.095, 0.068, 0.075, 0.075, 0.106, 0.110, 0.090, -0.094, -0.330, -0.097, 0.077, 0.072, 0.075, 0.105, 0.111, 0.094, -0.079, -0.299, -0.157, 0.075, 0.086, 0.077, 0.114, 0.119, 0.100], "max_force_ev_per_a": 7.2, "relative_energy_ev": 6.572, "e_homo_ev": -11.4, "molar_mass_g_mol": 778.8, "total_charge": 1}